DFT (ωB97M-V with the def2-TZVPD basis set) results for a structure of composition C3H7N3S2 in a non-equilibrium geometry.

Cartesian coordinates (Å):
C1 -0.014 -0.256 -2.403
C2 1.281 0.228 -0.307
C3 -0.339 1.099 1.825
H1 -1.079 -0.338 -2.571
H2 0.461 0.551 -3.074
H3 0.620 -1.131 -2.594
H4 -0.679 0.410 -0.507
H5 -0.602 2.157 2.095
H6 -1.608 -1.620 2.493
H7 -0.057 -1.386 1.832
N1 0.179 0.255 -1.055
N2 -1.221 0.259 2.003
N3 -0.975 -1.062 1.844
S1 2.702 0.019 -0.962
S2 1.330 0.815 1.381

Summary:
2S+1: 1
Energy: -29363.56430 eV
F_max: 3.91 eV Å⁻¹
Lowest unoccupied orbital energy: 0.71 eV
Total charge: 0
Orbital gap: 0.3368 Eh

Results of the Löwdin charge analysis, in e, for atoms 1 through 8: -0.096 -1.247 -0.564 0.081 0.107 0.070 0.112 0.086



DFT (ωB97M-V with the def2-TZVPD basis set) results for a cluster of 2 separate species, C3H9ISi in total in a non-equilibrium geometry.

Cartesian coordinates (Å):
C1 2.356 0.569 -0.296
C2 -0.368 -0.765 0.683
C3 -2.257 -0.931 -0.541
Si1 0.628 0.939 0.272
I1 -4.208 -0.335 0.224
H1 2.878 0.083 0.548
H2 2.357 -0.230 -1.061
H3 3.056 1.375 -0.511
H4 -0.134 -1.767 0.300
H5 -0.546 -0.666 1.775
H6 -1.967 -0.140 -1.242
H7 -2.200 -1.858 -0.850
H8 -0.208 1.824 -0.649
H9 0.611 1.902 1.348

Summary:
2S+1: 1
Energy: -19231.68715 eV
F_max: 7.56 eV Å⁻¹
Lowest unoccupied orbital energy: 0.00 eV
Total charge: 0
Orbital gap: 0.3227 Eh

Results of the Löwdin charge analysis, in e, for atoms 1 through 8: -0.290 -0.174 -0.538 0.583 0.610 0.025 0.031 0.021



DFT (ωB97M-V with the def2-TZVPD basis set) results for the molecule C4H8N2S in a non-equilibrium geometry.

Cartesian coordinates (Å):
H1 3.095 -0.892 -0.665
N1 2.692 -0.064 -0.102
C1 1.297 0.014 -0.085
C2 0.451 0.982 0.673
C3 -0.575 1.570 -0.194
C4 -1.512 0.541 -0.552
S1 -1.202 -1.012 0.285
N2 0.419 -1.103 -0.204
H2 1.103 1.921 0.964
H3 -0.091 0.512 1.550
H4 -0.152 2.458 -0.818
H5 -1.281 2.250 0.439
H6 -1.260 0.449 -1.513
H7 -2.545 0.744 -0.540
H8 0.617 -1.726 -0.880

Summary:
2S+1: 1
Energy: -18089.81364 eV
F_max: 6.84 eV Å⁻¹
Lowest unoccupied orbital energy: 0.71 eV
Total charge: 0
SMILES: [H]/N=C1/CCCSN1
Orbital gap: 0.3357 Eh

Results of the Löwdin charge analysis, in e, for atoms 1 through 8: 0.047 0.068 -0.394 -0.272 -0.321 -0.488 0.943 -0.289



DFT (ωB97M-V with the def2-TZVPD basis set) results for the molecule C2H4F3N in a non-equilibrium geometry.

Cartesian coordinates (Å):
N1 0.613 0.065 -0.347
C1 -0.466 0.641 0.383
F1 -0.734 1.884 -0.164
C2 -1.704 -0.405 0.045
F2 -2.220 -0.094 -1.188
F3 -2.768 -0.217 0.844
H1 0.423 -0.092 -1.271
H2 1.551 0.605 -0.413
H3 -0.548 0.875 1.486
H4 -1.223 -1.449 0.040

Summary:
2S+1: 1
Energy: -11780.65436 eV
F_max: 5.30 eV Å⁻¹
Lowest unoccupied orbital energy: 1.05 eV
Total charge: 0
SMILES: N[C@@H](F)C(F)F
Orbital gap: 0.4336 Eh

Results of the Löwdin charge analysis, in e, for atoms 1 through 8: 0.063 -0.324 -0.023 -0.321 0.038 0.062 0.036 0.137



DFT (ωB97M-V with the def2-TZVPD basis set) results for a cluster of 2 separate species, C2H5ClO in total in a non-equilibrium geometry.

Cartesian coordinates (Å):
C1 -0.039 -1.309 -0.078
C2 -0.820 -0.207 -0.065
O1 1.249 1.667 -0.284
Cl1 -2.475 -0.528 0.593
H1 0.898 0.845 0.008
H2 -0.283 -2.141 0.568
H3 0.996 -1.293 -0.458
H4 -0.671 0.690 -0.661
H5 1.145 2.276 0.377

Summary:
2S+1: 3
Energy: -16719.67177 eV
F_max: 8.24 eV Å⁻¹
Lowest unoccupied orbital energy (alpha / beta): 0.92 / -2.81 eV
Total charge: 0
Orbital gap (alpha / beta): 0.2698 / 0.3204 Eh

Results of the Löwdin charge analysis, in e, for atoms 1 through 8: -0.112 -0.596 -0.008 0.576 -0.044 0.047 0.078 0.058



DFT (ωB97M-V with the def2-TZVPD basis set) results for the ion C9H12NO2 with charge +1 in a non-equilibrium geometry.

Cartesian coordinates (Å):
C1 -1.454 -0.360 -1.600
C2 -0.320 1.788 -1.587
C3 0.752 1.437 0.897
C4 -0.812 -0.219 -0.231
C5 1.234 0.235 0.085
C6 -0.081 1.502 2.077
C7 0.069 1.091 -0.380
C8 -0.516 0.355 2.894
C9 0.435 -1.830 1.344
N1 0.425 -0.951 0.166
O1 -1.217 0.955 -2.237
O2 0.459 1.020 3.328
H1 -0.893 -1.076 -2.184
H2 -2.483 -0.596 -1.621
H3 -0.757 2.711 -1.463
H4 0.595 1.978 -2.355
H5 1.292 2.372 0.945
H6 -1.347 -0.336 0.678
H7 2.194 0.089 -0.291
H8 -0.489 2.396 2.253
H9 0.391 -1.082 2.175
H10 -0.416 -2.447 1.485
H11 1.151 -2.621 1.464
H12 0.451 -1.653 -0.614

Summary:
2S+1: 1
Energy: -15098.06475 eV
F_max: 4.92 eV Å⁻¹
Lowest unoccupied orbital energy: -3.38 eV
Total charge: +1
Orbital gap: 0.3668 Eh

Results of the Löwdin charge analysis, in e, for atoms 1 through 8: -0.018 -0.140 -0.062 -0.080 -0.020 -0.216 -0.186 0.066



DFT (ωB97M-V with the def2-TZVPD basis set) results for a cluster of 2 separate species, C4H6NO in total in a non-equilibrium geometry.

Cartesian coordinates (Å):
C1 -2.437 0.435 0.272
C2 2.209 0.513 0.019
C3 -1.216 0.796 0.224
C4 -0.235 -0.133 -0.068
N1 -0.277 -1.360 -0.452
O1 -3.565 0.212 0.234
H1 1.951 1.421 0.572
H2 2.339 0.399 -1.009
H3 -0.796 1.742 0.640
H4 2.687 -0.277 0.710
H5 -1.173 -1.748 -0.515
H6 0.513 -1.999 -0.627

Summary:
2S+1: 3
Energy: -7769.39543 eV
F_max: 6.30 eV Å⁻¹
Lowest unoccupied orbital energy (alpha / beta): -5.31 / -7.27 eV
Total charge: +1
Orbital gap (alpha / beta): 0.2565 / 0.3117 Eh

Results of the Löwdin charge analysis, in e, for atoms 1 through 8: -0.102 0.049 -0.031 0.000 0.230 0.330 0.016 -0.012



DFT (ωB97M-V with the def2-TZVPD basis set) results for a structure of composition C2H4CsFO.

Cartesian coordinates (Å):
O1 0.004 0.577 0.734
C1 1.128 1.270 0.121
C2 1.089 -0.169 0.298
H1 1.704 1.886 0.813
H2 0.920 1.680 -0.870
H3 1.654 -0.738 1.039
F1 0.787 -0.938 -0.787
Cs1 -3.104 -0.445 -0.622
H4 -4.183 -3.123 -0.725

Summary:
2S+1: 1
Energy: -7447.67815 eV
F_max: 0.56 eV Å⁻¹
Lowest unoccupied orbital energy: -0.41 eV
Total charge: 0
Orbital gap: 0.1826 Eh

Results of the Löwdin charge analysis, in e, for atoms 1 through 8: -0.061 -0.039 -0.361 0.119 0.123 0.165 0.033 0.395



DFT (ωB97M-V with the def2-TZVPD basis set) results for a cluster of 5 separate species, C16H26Cl9N2O in total in a non-equilibrium geometry.

Cartesian coordinates (Å):
C1 0.464 -4.096 0.439
Cl1 -0.623 -3.961 1.912
Cl2 1.408 -2.649 0.262
Cl3 -0.496 -4.400 -1.074
H1 1.136 -4.922 0.676
C2 5.322 -4.352 1.587
Cl4 3.771 -5.088 1.295
Cl5 5.314 -3.317 3.053
Cl6 5.699 -3.522 0.099
H2 6.053 -5.150 1.717
C3 -0.734 -7.898 2.822
Cl7 -1.889 -8.252 1.605
Cl8 -1.394 -7.026 4.227
Cl9 0.706 -7.115 2.074
H3 -0.296 -8.834 3.165
C4 0.955 5.273 0.704
C5 -0.187 4.621 -0.071
C6 0.135 4.914 -1.554
C7 1.146 3.958 -2.234
C8 0.832 2.501 -1.976
C9 0.652 2.182 -0.488
N1 -0.301 3.160 0.123
O1 -0.756 2.719 1.429
C10 0.052 0.728 -0.466
C11 2.098 2.148 0.028
C12 -1.484 5.316 0.160
H4 0.661 6.300 0.923
H5 1.927 5.341 0.215
H6 1.011 4.840 1.703
H7 -0.801 5.009 -2.105
H8 0.718 5.835 -1.564
H9 2.184 4.232 -2.048
H10 1.077 4.182 -3.299
H11 1.630 1.876 -2.376
H12 -0.068 2.319 -2.564
H13 -1.019 0.666 -0.275
H14 0.233 0.187 -1.394
H15 0.509 0.145 0.334
H16 2.552 3.125 -0.143
H17 2.092 2.025 1.111
H18 2.671 1.307 -0.361
H19 -1.860 5.455 1.174
H20 -2.392 4.900 -0.276
H21 -1.390 6.320 -0.252
N2 -2.703 -1.933 -0.201
C13 -3.741 -2.874 0.009
C14 -4.742 -2.763 -0.972
C15 -4.360 -1.684 -1.831
C16 -3.170 -1.177 -1.293
H22 -1.933 -1.852 0.447
H23 -3.592 -3.606 0.789
H24 -5.522 -3.508 -0.933
H25 -4.911 -1.298 -2.676
H26 -2.641 -0.310 -1.658

Summary:
2S+1: 2
Energy: -134739.17491 eV
F_max: 5.60 eV Å⁻¹
Lowest unoccupied orbital energy (alpha / beta): 0.38 / -0.14 eV
Total charge: 0
Orbital gap (alpha / beta): 0.3015 / 0.2822 Eh

Results of the Löwdin charge analysis, in e, for atoms 1 through 8: -1.484 0.477 0.550 0.517 -0.093 -1.546 0.533 0.520



DFT (ωB97M-V with the def2-TZVPD basis set) results for a structure of composition C20H30AsF6N6O4PRbS2 in a non-equilibrium geometry.

Cartesian coordinates (Å):
Rb1 0.471 -0.227 -0.030
F1 5.152 0.962 0.329
C1 4.141 1.379 -0.420
F2 3.791 0.403 -1.265
F3 4.495 2.448 -1.107
S1 2.724 1.739 0.692
O1 2.389 0.441 1.245
O2 3.091 2.794 1.585
N1 1.664 2.171 -0.446
S2 0.357 2.910 0.044
O3 -0.092 2.380 1.323
O4 -0.619 2.929 -1.011
C2 0.777 4.705 0.389
F4 0.865 4.907 1.694
F5 1.915 5.035 -0.195
F6 -0.207 5.453 -0.102
N2 -0.258 1.299 3.812
C3 0.819 1.002 4.563
C4 0.910 -0.368 4.605
C5 -0.163 -0.808 3.814
N3 -0.868 0.207 3.322
H1 -0.492 2.205 3.441
H2 1.436 1.775 4.989
H3 1.644 -0.961 5.122
H4 -0.467 -1.822 3.599
C6 -5.585 1.224 0.550
N4 -4.320 1.377 1.396
C7 -4.267 0.226 2.420
N5 -4.359 -1.030 1.760
C8 -5.570 -1.105 0.949
N6 -5.629 -0.055 -0.069
C9 -4.600 -0.228 -1.106
P1 -2.867 -0.171 -0.440
C10 -3.086 1.395 0.532
C11 -3.153 -1.339 0.979
H5 -5.574 2.029 -0.183
H6 -6.423 1.351 1.235
H7 -4.372 2.257 1.909
H8 -5.115 0.383 3.085
H9 -3.322 0.331 2.953
H10 -6.438 -1.007 1.602
H11 -5.612 -2.076 0.458
H12 -4.717 0.545 -1.867
H13 -4.758 -1.187 -1.601
H14 -3.159 2.242 -0.151
H15 -2.225 1.565 1.181
H16 -2.285 -1.326 1.641
H17 -3.242 -2.350 0.579
C12 -0.700 -4.994 -0.994
As1 0.023 -3.453 -0.056
C13 0.199 -4.269 1.705
C14 1.912 -3.544 -0.697
C15 2.619 -4.819 -0.350
C16 3.344 -4.927 0.835
C17 3.983 -6.111 1.170
C18 3.908 -7.209 0.323
C19 3.197 -7.108 -0.865
C20 2.560 -5.921 -1.199
H18 -0.129 -5.887 -0.742
H19 -0.662 -4.829 -2.069
H20 -1.738 -5.134 -0.698
H21 0.761 -5.200 1.641
H22 -0.804 -4.471 2.083
H23 0.706 -3.596 2.396
H24 2.448 -2.687 -0.282
H25 1.853 -3.407 -1.778
H26 3.418 -4.070 1.496
H27 4.549 -6.174 2.091
H28 4.410 -8.131 0.581
H29 3.148 -7.953 -1.540
H30 2.024 -5.846 -2.139

Summary:
2S+1: 1
Energy: -147108.80449 eV
F_max: 2.28 eV Å⁻¹
Lowest unoccupied orbital energy: -2.70 eV
Total charge: +1
Orbital gap: 0.2986 Eh

Results of the Löwdin charge analysis, in e, for atoms 1 through 8: 0.857 0.166 -0.688 0.133 0.176 0.569 -0.515 -0.236



DFT (ωB97M-V with the def2-TZVPD basis set) results for a cluster of 2 separate species, CH4FN2 in total in a non-equilibrium geometry.

Cartesian coordinates (Å):
C1 0.745 -0.258 0.067
N1 -1.900 1.332 0.066
N2 1.363 -1.384 -0.124
F1 1.088 0.902 0.475
H1 -1.759 1.909 -0.686
H2 -2.796 1.213 0.588
H3 0.894 -2.207 -0.076
H4 2.365 -1.507 -0.309

Summary:
2S+1: 1
Energy: -6786.29537 eV
F_max: 5.33 eV Å⁻¹
Lowest unoccupied orbital energy (alpha / beta): -6.05 / -7.53 eV
Total charge: +1
Orbital gap (alpha / beta): 0.3098 / 0.2804 Eh

Charge distribution, Löwdin scheme, values in e: 0.061 0.140 0.289 0.239 -0.053 0.031 0.110 0.184



DFT (ωB97M-V with the def2-TZVPD basis set) results for a structure of composition C4H18HgN2O6 in a non-equilibrium geometry.

Cartesian coordinates (Å):
Hg1 -0.254 0.744 0.395
C1 2.858 -1.361 -2.624
C2 2.142 -0.083 -2.275
O1 1.300 -0.106 -1.108
H1 3.483 -1.803 -1.848
H2 3.516 -1.160 -3.469
H3 2.195 -2.159 -2.955
H4 1.494 0.140 -3.122
H5 2.885 0.707 -2.381
C3 -1.819 2.826 2.618
O2 -1.863 1.619 1.956
H6 -2.641 3.475 2.317
H7 -1.896 2.661 3.692
H8 -0.895 3.381 2.452
C4 -1.634 -2.437 0.289
O3 -1.396 -1.275 0.517
N1 -2.795 -2.957 0.386
N2 -0.836 -3.357 -0.238
H9 -2.933 -3.939 0.193
H10 -3.448 -2.287 0.767
H11 0.110 -3.046 -0.404
H12 -1.120 -4.275 -0.547
O4 0.633 -0.266 2.282
H13 0.079 -0.464 3.037
H14 1.490 -0.624 2.512
O5 -0.950 2.328 -1.259
H15 -1.778 2.751 -1.486
H16 -0.347 2.590 -1.955
O6 1.339 2.470 0.577
H17 1.355 2.665 1.514
H18 1.724 3.244 0.165

Summary:
2S+1: 1
Energy: -23876.22129 eV
F_max: 5.39 eV Å⁻¹
Lowest unoccupied orbital energy: 0.21 eV
Total charge: 0
Orbital gap: 0.2710 Eh

Results of the Löwdin charge analysis, in e, for atoms 1 through 8: 1.164 -0.135 -0.462 -0.427 0.062 0.062 0.057 0.078